The following is a quantum chemistry calculation of the molecule C2H3N3S in a non-equilibrium geometry, from OMol25.

Energy, Ha: -640.42734
SMILES: [H]/N=C(/C#N)NS
Frontier orbital gap, eV: 10.69
Net charge: 0
E_LUMO, Ha: 0.0144
ΔE to the lowest compared entry with this formula, charge and spin, eV: 0.8810
HOMO level, hartree: -0.3785

Bonds (Å) are listed after each position.
Atoms and positions in Å:
1 N -2.95080 -0.67246 0.01267  C9 1.157
2 H 0.09386 -1.52821 -0.17331  N5 1.023
3 H 0.54503 1.93230 -0.01638  N4 1.026
4 N -0.44093 1.64972 -0.02472  H3 1.026, C6 1.262
5 N 0.40214 -0.57010 0.00707  H2 1.023, C6 1.374, S7 1.671
6 C -0.57571 0.39570 0.00889  N4 1.262, N5 1.374, C9 1.447
7 S 2.04363 -0.26662 -0.07455  N5 1.671, H8 1.350
8 H 2.40265 -0.13912 1.22016  S7 1.350
9 C -1.89306 -0.20390 0.02398  N1 1.157, C6 1.447